ORCA calculation (ωB97M-V with the def2-TZVPD basis set) on a molecular structure, C47H47GeN2O9RbS4SeTe.

Output
**Gap between HOMO and LUMO**: 7.0 eV
**Highest occupied orbital energy**: -0.1306 Eh
**Total charge**: -2
**Total energy**: -8969.3101 a.u.

```
113
Properties=species:S:1:pos:R:3:forces:R:3:lowdin_charge:R:1
Rb 0.18881 -0.60204 0.75753 -0.5 -0.1 -0.1 0.879
S -1.87522 -6.71637 -4.02530 0.0 0.1 0.0 1.008
C -2.82980 -6.15879 -5.33545 0.0 0.0 0.0 -0.450
C -2.95736 -4.80382 -5.31051 0.0 0.0 0.0 -0.185
C -2.26989 -4.19951 -4.22246 0.0 0.1 0.0 -0.096
C -1.62928 -5.11084 -3.43818 0.0 -0.1 0.1 -0.484
C -0.84034 -4.85358 -2.22590 0.0 0.0 0.0 -0.225
C 0.15527 -3.85160 -2.24825 0.1 -0.1 0.2 -0.079
N 0.87146 -3.50468 -1.20641 0.0 0.0 -0.1 0.147
C 0.61536 -4.11442 -0.02937 0.0 0.0 0.1 -0.161
C -0.37730 -5.09120 0.11561 0.1 0.1 -0.2 -0.136
C -0.67067 -5.64171 1.40402 0.1 0.0 0.2 -0.020
C 0.02675 -5.26535 2.49663 -0.1 0.0 -0.1 -0.021
C 1.05883 -4.27489 2.39438 0.0 0.0 0.1 -0.134
C 1.72715 -3.78005 3.52542 0.0 -0.1 0.0 0.048
C 2.64248 -2.76189 3.39713 -0.1 0.0 -0.1 -0.207
C 2.87291 -2.26589 2.09844 0.0 0.1 -0.1 -0.130
N 2.26712 -2.70646 1.02019 0.1 -0.1 0.1 0.081
C 1.35942 -3.69782 1.14769 0.0 0.0 -0.1 -0.184
C 3.31539 -2.15553 4.55152 0.0 0.0 0.0 -0.477
C 3.78026 -2.76670 5.68233 0.0 0.0 0.0 -0.138
C 4.35293 -1.85415 6.60548 0.0 0.0 0.0 -0.204
C 4.30894 -0.56854 6.15424 0.0 0.0 0.0 -0.416
S 3.57109 -0.45386 4.61749 0.0 0.0 0.0 1.097
C -1.10329 -5.46269 -1.02875 0.0 0.0 0.0 0.035
H -3.25429 -6.85632 -6.03939 0.0 0.0 0.0 0.047
H -3.53812 -4.24531 -6.03090 0.0 0.0 0.0 0.097
H -2.29959 -3.14216 -3.99281 0.0 0.0 0.0 0.097
H 0.33035 -3.30691 -3.17184 0.0 0.0 0.0 0.099
H -1.50471 -6.32667 1.48210 0.0 0.0 0.0 0.117
H -0.21661 -5.65213 3.47893 0.0 0.0 0.0 0.111
H 1.47163 -4.17293 4.50374 0.0 0.0 0.0 0.126
H 3.56682 -1.44229 1.95061 0.1 0.0 0.0 0.046
H 3.72655 -3.83511 5.84006 0.0 0.0 0.0 0.107
H 4.77882 -2.14129 7.55653 0.0 0.0 0.0 0.090
H 4.66459 0.32101 6.64831 0.0 0.0 0.0 0.060
H -1.91837 -6.16998 -0.93195 0.0 0.0 0.0 0.129
O -3.30417 -4.08375 0.92655 0.0 0.0 0.0 -0.325
S -3.22661 -2.77848 1.55799 -0.1 -0.2 0.0 0.432
O -3.79381 -2.75114 2.89974 0.0 0.0 0.1 -0.366
O -1.91534 -2.14540 1.50048 0.2 0.1 0.0 -0.477
C -4.35202 -1.69969 0.61053 0.0 0.0 0.1 -0.200
C -5.57009 -1.46420 1.24849 0.0 0.0 0.0 -0.085
C -6.53494 -0.63487 0.70315 0.0 0.0 0.0 -0.105
C -6.29524 -0.00854 -0.50980 0.0 0.0 0.0 -0.100
C -5.09989 -0.24495 -1.16671 0.0 -0.1 0.1 -0.079
C -4.12665 -1.08730 -0.62752 0.0 0.1 -0.1 -0.205
S -2.65874 -1.24738 -1.66837 0.2 -0.2 0.0 0.449
O -3.14599 -1.04130 -3.02781 0.0 0.0 0.0 -0.347
O -2.13169 -2.57512 -1.43746 -0.1 0.1 0.0 -0.302
O -1.75994 -0.17519 -1.22851 0.0 0.0 0.1 -0.447
H -5.73085 -1.93547 2.20735 0.0 0.0 0.0 0.099
H -7.46641 -0.47233 1.23356 0.0 0.0 0.0 0.093
H -7.03445 0.65193 -0.94835 0.0 0.0 0.0 0.093
H -4.89530 0.20793 -2.12704 0.0 0.0 0.0 0.105
O 0.82927 2.90923 -0.03476 -0.1 -0.1 0.1 -0.040
C 0.44754 3.23671 1.29935 0.0 -0.1 0.0 -0.331
C 1.43342 2.48695 2.27281 -0.2 0.1 -0.2 -0.643
O 1.67655 2.98041 3.37308 0.0 -0.1 0.1 0.027
O 1.85705 1.39650 1.78485 0.1 -0.1 0.0 -0.267
C 0.53643 4.73377 1.46778 0.0 0.0 0.0 -0.128
C 1.25412 5.51654 0.57112 0.0 0.0 0.0 -0.010
C 1.35334 6.88899 0.75939 0.0 0.1 0.0 -0.097
C 0.73966 7.49577 1.84508 0.0 0.0 0.0 -0.121
C 0.02270 6.71691 2.74437 0.0 0.0 0.0 -0.092
C -0.07798 5.34812 2.55523 0.0 0.0 0.0 -0.016
C -0.97671 2.70965 1.51448 0.1 0.0 -0.1 -0.158
C -1.92802 2.99390 0.53524 0.0 0.0 0.0 -0.013
C -3.18778 2.42671 0.59059 0.0 0.0 0.0 -0.065
C -3.51640 1.55354 1.61945 0.0 0.0 0.0 -0.073
C -2.58244 1.27092 2.60189 0.0 0.0 0.0 -0.061
C -1.32026 1.85964 2.55866 0.0 0.0 0.0 -0.050
H 1.16869 2.00336 0.07145 0.3 0.2 0.0 0.052
H 1.73040 5.04082 -0.27530 0.0 0.0 0.0 0.108
H 1.91512 7.48617 0.05018 0.0 0.0 0.0 0.091
H 0.81732 8.56700 1.99090 0.0 0.0 0.0 0.086
H -0.45915 7.17824 3.59839 0.0 0.0 0.0 0.092
H -0.63275 4.73975 3.25736 0.0 0.0 0.0 0.121
H -1.64798 3.62172 -0.30138 0.0 0.0 0.0 0.122
H -3.90445 2.62238 -0.19774 0.0 0.0 0.0 0.103
H -4.48307 1.06662 1.63109 0.0 0.0 0.0 0.092
H -2.81981 0.55620 3.38040 0.0 0.0 0.0 0.112
H -0.58956 1.63130 3.32737 0.0 0.0 0.0 0.119
C 0.12290 3.45224 -6.14204 0.0 0.0 0.0 -0.236
Ge 0.43630 2.38984 -4.50505 0.0 0.1 0.0 0.758
C -1.27969 1.75388 -3.86394 0.0 0.0 0.0 -0.198
C 1.36006 3.57456 -3.24651 0.0 -0.1 0.0 -0.209
C 1.70143 0.98532 -5.06649 0.1 -0.1 0.0 -0.643
Se 1.77642 -0.72442 -4.12609 -0.1 0.0 -0.1 0.862
C 1.61823 -0.17921 -2.27045 0.1 0.0 0.0 -0.451
H -0.50983 4.31128 -5.91128 0.0 0.0 0.0 0.009
H -0.38151 2.85271 -6.90182 0.0 0.0 0.0 0.009
H 1.06132 3.82161 -6.56059 0.0 0.0 0.0 0.008
H -1.90314 2.62030 -3.63207 0.0 0.0 0.0 0.025
H -1.21788 1.12861 -2.97426 0.0 0.1 0.0 -0.014
H -1.78027 1.16237 -4.63144 0.0 0.0 0.0 0.028
H 0.73662 4.43955 -3.01372 0.0 0.0 0.0 0.021
H 2.29269 3.92489 -3.69435 0.0 0.0 0.0 0.017
H 1.58045 3.07996 -2.30159 0.0 0.0 0.0 -0.004
H 2.70153 1.42367 -5.07738 0.0 0.0 0.0 0.002
H 1.45964 0.70205 -6.09292 0.0 0.0 0.0 -0.006
H 0.62448 0.22681 -2.08349 0.0 0.0 0.0 -0.015
H 2.40721 0.52727 -2.01193 0.0 0.0 0.0 0.013
H 1.75292 -1.10770 -1.71079 0.0 0.0 0.0 -0.017
C 4.91226 2.29961 2.54799 0.0 0.0 0.0 -0.445
Te 4.64119 1.20543 0.73914 0.0 0.0 0.1 1.214
C 6.74830 1.19845 0.32696 0.0 0.0 0.0 -0.502
H 5.57810 1.74215 3.20559 0.0 0.0 0.0 -0.012
H 3.93212 2.41493 3.00757 0.0 0.0 0.0 -0.034
H 5.33272 3.27784 2.32443 0.0 0.0 0.0 -0.001
H 7.11888 2.21862 0.24347 0.0 0.0 0.0 -0.016
H 6.90903 0.68418 -0.61937 0.0 0.0 0.0 -0.022
H 7.28632 0.67310 1.11388 0.0 0.0 0.0 -0.016
```
Forces are in eV/Å.

ORCA calculation (ωB97M-V with the def2-TZVPD basis set) on a molecular structure, C47H47N4NaO2P2Te.

Output
**Gap between HOMO and LUMO (alpha / beta)**: 3.5 / 5.8 eV
**Highest occupied orbital energy (alpha / beta)**: -0.0617 / -0.1455 Eh
**Total charge**: -1
**Total energy**: -3301.7272 a.u.
**Multiplicity**: 2

```
104
Properties=species:S:1:pos:R:3:forces:R:3:lowdin_charge:R:1
Na -0.98868 0.06153 -0.05675 -0.1 -0.1 0.1 0.157
C -1.69191 -2.26875 2.00772 0.1 0.0 0.0 -0.080
C -0.58394 -3.06188 2.28792 0.0 0.0 0.0 -0.097
C 0.29640 -2.69736 3.29676 0.0 0.0 0.0 -0.111
C 0.07396 -1.53233 4.02240 0.0 0.0 0.0 -0.108
C -1.02927 -0.73906 3.73846 0.0 0.0 0.0 -0.090
C -1.91690 -1.10617 2.73387 0.0 0.0 0.0 -0.071
H -2.37450 -2.54609 1.21337 0.0 0.0 0.0 0.109
H -0.39905 -3.95587 1.70571 0.0 0.0 0.0 0.093
H 1.16397 -3.31074 3.50729 0.0 0.0 0.0 0.100
H 0.76600 -1.24277 4.80501 0.0 0.0 0.0 0.097
H -1.20097 0.17632 4.29147 0.0 0.0 0.0 0.102
H -2.77283 -0.48451 2.50949 0.0 0.0 0.0 0.091
Te -0.05451 -2.09999 -4.39566 0.2 0.2 0.0 1.231
C 1.35810 -1.92269 -5.96757 0.0 0.0 -0.1 -0.548
C 1.01223 -2.21470 -7.28524 0.0 0.0 0.0 -0.147
C 1.95974 -2.06434 -8.28515 0.0 0.0 0.0 -0.180
N 3.20791 -1.64394 -8.07690 0.0 0.0 0.0 0.033
C 3.52742 -1.36064 -6.81273 0.0 0.0 0.0 -0.166
C 2.65540 -1.48260 -5.74256 0.0 0.1 0.0 -0.146
C 0.94337 -0.90790 -3.01342 -0.3 0.0 0.0 -1.019
P 1.05996 -1.73735 -1.40457 0.0 -0.2 0.0 0.858
C 2.42765 -0.83107 -0.54943 0.1 0.0 0.0 -0.355
C 2.32875 -0.66219 0.83016 0.1 0.0 0.0 -0.097
C 3.30748 0.02998 1.53465 0.0 0.0 0.0 -0.096
C 4.38839 0.57984 0.86371 0.0 0.0 0.0 -0.095
C 4.49015 0.43247 -0.51587 0.0 0.0 0.0 -0.084
C 3.51834 -0.26729 -1.21162 -0.1 0.0 0.0 -0.102
C 1.90763 -3.33136 -1.78529 0.0 0.0 0.0 -0.400
C 1.33932 -4.50973 -1.31437 0.0 0.0 0.0 -0.117
C 1.91714 -5.74386 -1.59194 0.0 0.0 0.0 -0.098
C 3.07457 -5.80978 -2.34932 0.0 0.0 0.0 -0.104
C 3.65259 -4.63848 -2.82748 0.0 0.0 0.0 -0.085
C 3.07346 -3.41265 -2.54645 -0.1 0.0 0.0 -0.098
P 0.18714 0.69034 -2.60687 0.3 -0.1 -0.1 0.911
C 1.62300 1.85321 -2.62801 0.1 0.1 -0.1 -0.348
C 2.62396 1.80175 -3.59798 0.0 0.0 0.1 -0.108
C 3.70306 2.67021 -3.55312 0.0 0.0 0.0 -0.088
C 3.81493 3.59296 -2.51804 0.0 0.0 0.0 -0.104
C 2.83854 3.63942 -1.53589 0.0 0.0 0.0 -0.091
C 1.74690 2.77974 -1.59626 0.0 0.0 0.0 -0.086
C -0.74565 1.27337 -4.07295 -0.1 0.0 0.1 -0.396
C -0.23553 1.31979 -5.37174 0.0 0.0 0.1 -0.116
C -1.02213 1.76155 -6.42125 0.0 0.0 0.0 -0.087
C -2.33518 2.16251 -6.19170 0.0 0.0 0.0 -0.102
C -2.85589 2.11236 -4.90971 0.0 0.0 0.0 -0.090
C -2.06383 1.66698 -3.85529 0.0 0.0 0.0 -0.101
H 0.00901 -2.53716 -7.54144 0.0 0.0 0.0 0.087
H 1.69855 -2.28637 -9.31575 0.0 0.0 0.0 0.094
H 4.54421 -1.01630 -6.64666 0.0 0.0 0.0 0.097
H 2.95704 -1.21484 -4.73545 0.0 0.0 0.0 0.056
H 1.47829 -1.07932 1.36048 0.0 0.0 0.0 0.078
H 3.21608 0.14475 2.60902 0.0 0.0 0.0 0.091
H 5.14514 1.13248 1.40793 0.0 0.0 0.0 0.094
H 5.31985 0.88140 -1.04963 0.0 0.0 0.0 0.100
H 3.56736 -0.34600 -2.29134 0.0 0.0 0.0 0.083
H 0.42542 -4.45561 -0.73369 0.0 0.0 0.0 0.083
H 1.45640 -6.65236 -1.22274 0.0 0.0 0.0 0.095
H 3.52498 -6.76921 -2.57311 0.0 0.0 0.0 0.094
H 4.55377 -4.68642 -3.42707 0.0 0.0 0.0 0.099
H 3.51370 -2.50372 -2.93384 0.0 0.0 0.0 0.082
H 2.57551 1.03869 -4.36552 0.0 0.0 0.0 0.078
H 4.46924 2.61825 -4.31820 0.0 0.0 0.0 0.099
H 4.66715 4.26026 -2.47235 0.0 0.0 0.0 0.094
H 2.93652 4.33414 -0.70898 0.0 0.0 0.0 0.082
H 0.99255 2.79986 -0.81714 0.0 0.0 0.0 0.077
H 0.77490 0.98543 -5.56792 0.0 0.0 0.0 0.086
H -0.61446 1.78254 -7.42493 0.0 0.0 0.0 0.100
H -2.95088 2.50412 -7.01514 0.0 0.0 0.0 0.094
H -3.88103 2.40955 -4.72467 0.0 0.0 0.0 0.098
H -2.47725 1.60367 -2.85334 0.0 0.0 0.0 0.089
O -3.07118 0.48828 0.02964 -0.2 -0.1 -0.1 -0.278
N -4.23966 0.39036 0.68288 0.0 0.0 0.1 -0.252
C -4.53744 1.27998 1.70506 0.0 0.0 0.0 -0.101
C -5.68466 1.14873 2.43226 0.1 0.0 -0.1 -0.142
C -6.60828 0.11404 2.16549 -0.1 0.0 0.0 -0.161
C -6.28903 -0.76174 1.09416 0.0 0.0 0.0 -0.137
C -5.13886 -0.61428 0.38075 0.1 0.0 0.0 -0.089
H -3.78746 2.04010 1.87044 0.0 0.0 0.0 0.101
H -5.86542 1.86648 3.22363 0.0 0.0 0.0 0.085
H -7.51517 0.00016 2.74036 0.0 0.0 0.0 0.061
H -6.95805 -1.56616 0.81530 0.0 0.0 0.0 0.084
H -4.84412 -1.23934 -0.44892 0.0 0.0 0.0 0.104
C -1.80383 3.47547 -0.26096 0.0 0.0 0.1 -0.026
N -0.81761 3.84095 0.74768 -0.1 0.1 -0.1 -0.078
C -0.57801 5.26442 0.89897 0.0 0.0 0.1 -0.161
C 0.79356 5.52938 1.48224 0.0 0.0 0.0 -0.149
C 0.95018 4.70810 2.74510 0.0 0.0 0.0 -0.168
N 0.67667 3.31448 2.46567 0.0 0.0 0.0 -0.077
C 1.22198 2.35486 3.40070 0.0 0.0 0.0 -0.040
C -0.21495 2.88772 1.50726 0.2 0.0 0.2 -0.466
O -0.42277 1.68467 1.35095 0.0 0.1 0.0 0.002
H -1.39214 3.60803 -1.26676 0.0 0.0 0.0 0.087
H -2.67676 4.12447 -0.15406 0.0 0.0 0.0 0.095
H -2.14273 2.44956 -0.12693 0.0 0.0 0.0 0.051
H -1.35355 5.70870 1.53641 0.0 0.0 0.0 0.127
H -0.67178 5.72415 -0.08649 0.0 0.0 0.0 0.124
H 0.91613 6.59182 1.69540 0.0 0.0 0.0 0.116
H 1.56048 5.23697 0.76098 0.0 0.0 0.0 0.098
H 0.28667 5.08900 3.53488 0.0 0.0 0.0 0.126
H 1.97185 4.77934 3.12521 0.0 0.0 0.0 0.120
H 2.31003 2.44920 3.43952 0.0 0.0 0.0 0.085
H 0.96055 1.35289 3.07409 0.0 0.0 0.0 0.064
H 0.82162 2.52055 4.40742 0.0 0.0 0.0 0.092
```
Forces are in eV/Å.